22
Properties=species:S:1:pos:R:3:forces:R:3 method="wB97M-V/def2-TZVPD" molar_mass_g_mol=261.081 homo_lumo_gap_ev="6.185 / 6.715" charge=+2 homo_energy_ev="-14.54 / -15.01"
C 0.15638 0.58322 -2.35742 -1.111 5.046 -3.582
H 1.99020 -1.93265 4.29045 -0.441 -0.230 -0.386
H 3.63608 -0.41417 3.52164 -0.326 0.074 0.209
O 3.15451 0.08137 -1.50603 -1.880 0.637 1.314
O -2.91079 -0.06149 -0.86418 3.613 1.299 1.624
O 0.53930 -1.83060 1.61600 2.315 1.081 2.130
O 1.99263 -0.17275 1.87212 -0.666 -1.221 0.641
O 0.01594 1.49600 -3.06518 0.681 -4.285 2.969
C 1.56506 -1.34293 2.22614 -1.765 0.883 -2.209
H 4.33771 -1.87181 3.89288 0.026 0.028 0.018
H 0.22962 -1.32219 -1.31689 1.066 -0.977 -0.065
C 2.21432 0.27010 -0.89096 2.616 -0.789 -1.257
Sc 0.28734 0.04908 0.39337 0.214 -1.882 -0.914
H 2.44971 -3.15313 3.04274 0.012 0.457 0.061
C -0.28989 -2.04205 -0.54360 -2.113 0.349 -0.729
O -0.71471 -3.10296 -0.79563 0.942 1.100 0.362
C -0.92582 1.00424 2.16054 -1.751 1.660 5.475
N 3.68426 -1.39994 3.26078 1.188 -0.368 -0.190
H 4.11735 -1.37157 2.32646 -0.135 -0.260 0.214
C 2.35077 -2.07916 3.26401 0.387 0.091 0.426
O -1.33811 1.32958 3.18664 1.481 -1.248 -4.318
C -1.88647 0.22988 -0.42156 -4.354 -1.444 -1.794

47
Properties=species:S:1:pos:R:3:forces:R:3 method="wB97M-V/def2-TZVPD" molar_mass_g_mol=265.300 homo_lumo_gap_ev="9.969 / 6.193" charge=+1 multiplicity=2 homo_energy_ev="-13.99 / -13.98"
H -0.27404 0.31349 -2.99180 1.333 0.164 -0.320
O 0.98761 -2.33164 -2.28196 -1.288 -2.814 1.175
H -1.94807 1.68375 -2.17514 0.269 -0.315 -0.574
H 2.60612 -0.49348 2.63030 2.343 -1.827 -0.652
H 0.98695 -3.37782 -2.17411 -0.062 3.260 -0.453
H -1.42969 -0.96458 -4.00047 -0.932 1.319 -0.824
H 2.11675 1.94629 1.96232 0.233 0.100 -0.182
C -1.19132 0.16100 0.76054 -3.017 0.531 -2.587
O -1.29506 -1.87481 -3.82120 -1.425 -0.455 0.126
C 0.17321 0.81451 -2.12446 -1.569 -0.641 -0.039
O -2.08946 -2.87092 -1.08942 -2.880 2.397 2.440
C -0.67134 -1.06187 1.10435 0.399 -1.601 -0.904
H -1.10956 -0.87525 3.18435 1.793 -0.159 -1.058
H 0.13915 -2.07417 -1.81518 1.322 -0.773 -0.701
H -1.24481 4.28271 1.20518 -0.412 -0.159 0.543
H 1.92529 1.98294 -0.44011 0.952 -0.512 -0.020
O 3.22615 -1.31812 2.41802 -2.583 1.268 0.454
H 0.19061 3.26480 0.43756 -0.118 0.958 0.204
O 0.83573 3.51016 1.11016 0.654 -1.460 0.231
O 2.70175 1.18104 2.03702 -0.943 0.032 1.910
H 0.86815 1.63050 -2.32190 -0.326 -0.019 -0.522
H 3.02508 0.99575 1.16865 0.409 0.463 -0.980
H 4.09967 -1.02559 2.64738 0.654 0.320 0.353
C -1.15841 1.35498 -1.50696 -0.065 0.807 2.168
O 2.72674 -1.08505 -0.21655 0.440 -1.299 -0.141
H -1.75705 -0.55353 -1.10918 -0.205 -0.810 0.138
H 0.76028 0.07219 -1.54105 -0.733 0.456 -0.012
O -1.91098 4.00059 0.57843 0.626 0.804 -1.406
O 2.82727 1.63178 -0.58689 -0.397 -0.289 -0.136
H -3.69775 -1.07640 0.57014 0.003 1.051 -0.937
N -1.77635 0.31043 -0.58088 3.702 0.369 2.073
H -0.45300 -2.36653 2.90081 0.258 -1.944 -0.608
O -3.85649 -1.60116 1.33045 -0.681 -1.475 0.015
H -2.44632 3.31336 0.92709 -0.659 -0.632 0.943
H 3.00737 -1.27624 0.69750 -0.125 0.481 0.820
C -0.32034 -1.40805 2.49547 -1.599 2.811 1.541
H -0.38501 -1.83423 -3.61562 2.120 -0.858 0.335
H -3.27601 -1.29830 2.00552 0.578 0.472 0.918
H -2.91287 -2.50834 -1.56188 1.807 -1.167 0.255
H 0.70233 -1.06499 2.72848 -0.445 -0.038 0.077
H -0.48263 -1.80625 0.25250 -0.286 1.127 1.404
H 3.08983 -1.90703 -0.60856 -0.521 0.851 -0.596
H -0.98497 2.22921 -0.87681 -0.032 -0.020 0.008
H -1.50520 0.95747 1.49241 0.996 -0.680 -0.906
H -2.41238 -2.62522 -0.11533 0.923 -1.348 -2.594
H 0.77377 4.40437 1.43417 -0.178 0.490 -0.377
H 2.81929 0.63828 -0.52333 -0.334 0.766 -0.602

26
Properties=species:S:1:pos:R:3:forces:R:3 method="wB97M-V/def2-TZVPD" molar_mass_g_mol=212.274 homo_lumo_gap_ev=8.374 charge=0 homo_energy_ev=-8.15
C 0.36856 -2.66110 0.16705 3.396 -0.143 2.040
C 1.36861 -0.78379 1.46642 -0.529 0.480 0.259
H 0.88350 -3.49087 0.78411 -1.126 1.587 -0.393
N 1.88837 2.45652 -0.59531 2.375 -1.504 0.392
O -0.62788 2.57838 -0.64475 -1.138 1.317 0.032
C 2.56447 -0.60647 -1.42213 2.077 0.054 -0.668
H 0.44360 -0.53169 -1.57032 -0.345 0.628 -0.862
H 1.38849 3.31534 -0.74395 0.149 -0.023 -0.181
C 1.25433 -0.39251 -0.88753 -0.268 1.447 2.112
H -4.05687 -0.15643 -0.05911 -2.545 -0.078 0.564
C 1.26120 1.41360 0.01933 -1.584 -2.010 -0.243
N 3.68269 -0.73004 -1.73210 -1.833 0.217 0.370
S 1.76254 0.92256 1.69114 0.997 -0.566 -0.329
H -2.83314 -0.46633 -1.23545 0.125 0.840 0.602
C 1.00865 -1.29890 0.29456 1.334 0.375 1.001
C -2.34123 0.89919 0.55265 -1.902 1.476 -0.907
H -2.64714 0.96201 1.62058 -0.343 0.056 -0.883
H 1.22604 -1.25753 2.41537 0.016 -0.597 0.276
H 2.91839 2.33791 -0.53769 -1.214 1.031 -0.314
O -0.94726 0.78891 0.63962 0.088 -1.263 0.772
H -2.55747 1.83326 -0.03675 -0.025 -0.674 1.076
H 0.50318 -2.99960 -0.78726 -0.044 -0.864 -2.762
H -2.61395 -1.08269 0.31558 0.139 -2.629 1.303
H -0.61971 -2.47023 0.37453 -2.520 -0.434 0.598
C -3.04567 -0.28154 -0.15674 3.069 1.594 -1.304
C -0.23229 1.70208 0.06812 1.651 -0.318 -2.552

19
Properties=species:S:1:pos:R:3:forces:R:3 method="wB97M-V/def2-TZVPD" molar_mass_g_mol=96.173 smiles="C=C(C)C/C=C/C" homo_lumo_gap_ev=10.100 charge=0 homo_energy_ev=-8.94
H 3.24669 -1.17154 0.11239 0.578 0.232 0.016
H 2.88205 -2.22209 -1.24656 0.149 0.102 -0.111
H 0.02013 1.40131 2.00405 0.302 -0.092 0.302
H -1.76408 1.25449 -1.49017 -0.055 -0.026 -0.866
H -1.12884 -1.25804 -0.29580 -0.725 0.498 -0.051
C -2.27147 1.21960 -0.54792 -0.002 -0.167 0.949
H -3.15165 0.58692 -0.58074 0.058 -0.488 -0.225
H 1.18509 -0.82166 1.48210 0.415 -0.044 -0.116
H -2.66772 2.19531 -0.29219 0.231 0.354 -0.093
C -1.25801 0.78083 0.48538 -0.713 0.971 0.457
H -0.89977 2.74672 1.24026 -0.459 0.547 -0.179
H -1.26505 -1.21998 1.41498 -0.182 0.352 0.317
C 1.27462 -0.96954 -0.63425 1.840 -0.618 -0.931
C -0.72186 1.69778 1.28694 0.393 -0.886 0.001
H 0.78108 -1.00749 -1.60245 -0.758 0.171 0.343
C 0.67508 -0.84984 0.52789 -1.496 0.534 0.415
C -0.85610 -0.65653 0.57879 1.386 -1.257 -0.923
C 2.76611 -1.20723 -0.85578 -1.218 -0.198 0.494
H 3.15369 -0.49903 -1.58691 0.256 0.015 0.200

14
Properties=species:S:1:pos:R:3:forces:R:3 method="wB97M-V/def2-TZVPD" molar_mass_g_mol=235.951 homo_lumo_gap_ev="7.643 / 7.592" charge=+1 multiplicity=3 homo_energy_ev="-13.07 / -13.53"
Ag 1.16096 -3.58953 1.55012 0.455 -0.889 0.186
O 1.95425 -0.78814 -0.42649 0.951 -0.399 -0.453
O -2.84163 -0.05560 0.72645 -0.502 1.236 0.004
H -2.59668 -0.99349 0.69180 0.285 0.140 0.084
H -0.12813 0.73251 2.42158 0.042 1.015 -0.325
C 0.92347 -0.74811 0.34174 -1.685 0.873 -1.522
O 0.54179 -1.71655 0.99665 -0.179 0.675 0.844
H 1.91786 -0.10003 -1.16826 -0.281 0.012 0.794
H 0.45833 2.45590 -3.70295 0.255 -0.482 0.184
C 0.71352 1.17427 -1.77842 0.194 1.508 -3.312
C 0.53703 1.79283 -2.85219 -0.207 -0.774 2.599
O 0.15955 0.33100 0.19731 -0.777 0.239 2.451
C -2.03934 0.67376 1.45585 -0.018 -1.699 -0.633
C -0.76097 0.83117 1.54681 1.467 -1.455 -0.900

67
Properties=species:S:1:pos:R:3:forces:R:3 method="wB97M-V/def2-TZVPD" molar_mass_g_mol=478.479 homo_lumo_gap_ev=3.319 charge=0 homo_energy_ev=-5.99
O 0.60180 0.59744 3.57739 -0.403 -0.326 -0.215
H -2.17614 3.49185 -3.84505 0.026 -0.284 -0.331
O 1.03426 -0.12393 1.14270 -1.474 0.256 0.002
H 1.10813 1.23369 -0.70514 0.001 0.066 0.256
H 4.48921 -1.60723 -0.86961 -0.097 -0.353 -0.074
O -0.88321 1.42988 1.73252 -0.736 -0.814 -0.250
C -3.22735 3.05144 -2.04938 0.581 -0.373 0.042
H 2.90124 -1.78830 -0.20218 -0.189 0.035 0.069
C -4.66819 -1.38337 2.02809 -0.255 -0.171 0.956
C -1.98296 2.92161 -2.93779 0.191 0.588 0.415
H -2.96858 -2.18338 2.96063 0.130 -0.115 0.064
N -2.96899 -0.03246 -1.92420 -0.017 -0.035 0.002
P 0.62845 1.11254 2.07863 2.313 2.091 0.397
H -2.69366 -0.53408 2.43376 0.067 0.130 -0.234
H -1.00261 2.38604 1.79095 0.070 0.073 0.015
O 0.12424 -2.13729 1.21709 0.168 -1.653 0.549
H 0.66481 1.45606 -2.36342 -0.157 0.243 -0.013
H -3.71818 0.21765 -2.55541 -0.006 -0.042 -0.074
C -2.27262 -1.21482 -0.01669 0.205 0.325 -0.231
C 4.12750 -0.17740 0.62579 -0.469 -0.525 0.180
O 8.04461 -3.62876 0.45680 -0.165 0.087 0.071
H 1.41634 -0.55986 -3.08683 -0.025 -0.295 -0.113
H 5.16503 0.08962 0.44115 0.056 0.215 -0.106
H -5.85437 -2.62217 0.73300 -0.134 -0.156 -0.057
H -5.98819 -3.03759 2.42974 -0.023 -0.008 0.189
H -4.98903 -0.58647 1.35672 0.108 -0.005 -0.271
H 3.81138 -0.14014 2.75560 0.219 0.031 0.222
O 5.85113 -3.08226 0.35230 -0.212 0.201 0.075
H -5.30815 -0.09740 3.36709 0.014 0.038 0.180
C 3.62053 -1.04364 -0.54198 0.818 0.565 0.150
H -2.93495 2.84029 -1.01922 -0.157 -0.182 0.131
C 1.59236 -0.44173 -2.01995 -0.101 0.902 0.594
H 3.31535 0.85423 -1.58298 -0.174 0.173 0.097
C -0.69974 0.19813 -1.28514 -0.923 0.212 0.019
H -3.60758 4.06536 -2.04980 -0.177 0.109 -0.181
H -4.54890 -3.49870 1.49433 0.095 -0.096 0.103
O -2.53177 -2.06842 0.99160 -0.185 0.365 -0.142
O 7.12122 -2.41086 2.08954 0.121 -0.142 -0.205
C -1.76832 0.51968 -2.14971 0.971 -0.117 0.166
H 1.27427 -1.34334 -1.49972 0.018 -0.267 -0.192
H -2.45683 1.15387 -4.00900 0.238 -0.124 -0.396
H 3.21441 -1.58666 1.98534 0.023 -0.210 0.053
C 3.07707 -0.20025 -1.71102 0.202 -0.931 -0.568
C 4.04672 -0.88389 1.98672 -0.394 0.409 -0.187
H 8.06038 -2.58495 2.23640 -0.047 0.181 0.290
H 1.45488 0.80858 3.97925 0.068 -0.308 0.197
C -1.66409 1.45336 -3.32191 -1.029 0.346 0.510
H -4.00155 2.34573 -2.34112 -0.358 0.210 -0.034
C 0.67337 0.73603 -1.56039 0.340 -0.832 -0.275
C -3.25984 -0.86812 -0.92012 0.333 -0.255 0.524
H 3.62357 -0.51856 -2.59809 0.080 0.139 -0.153
H -1.09698 4.65608 -2.02962 -0.021 0.134 -0.008
H -0.69119 1.38324 -3.78555 0.053 -0.123 -0.266
H 4.96022 -1.40889 2.23415 0.076 -0.137 0.023
C 0.07719 -1.05254 0.78795 0.127 0.357 -0.416
C -0.82527 3.62181 -2.22674 -0.267 -0.015 0.001
H 3.52208 0.72839 0.64718 0.065 0.246 0.112
C -0.98935 -0.66200 -0.20672 0.321 0.651 -0.345
C -5.29308 -2.72633 1.66116 0.001 0.272 -0.725
H 2.05421 2.65465 2.59709 0.227 0.213 -0.185
H 0.08907 3.62911 -2.81134 0.147 -0.069 -0.034
H -4.25963 -1.25438 -0.82936 -0.156 -0.015 -0.157
N 1.54033 2.32453 1.79284 -0.520 -0.469 0.112
O -5.13552 -1.04195 3.34613 0.064 0.187 -0.268
H -0.64619 3.15839 -1.25842 0.236 -0.069 0.092
C -3.15597 -1.48140 2.15512 -0.107 -0.326 0.132
C 6.98359 -3.10571 0.84887 0.207 -0.206 -0.283

14
Properties=species:S:1:pos:R:3:forces:R:3 method="wB97M-V/def2-TZVPD" molar_mass_g_mol=84.118 homo_lumo_gap_ev=9.319 charge=0 homo_energy_ev=-8.27
H 2.44176 -0.56220 -0.77454 -0.076 0.178 0.013
H -0.79481 -1.91114 -0.26825 0.075 0.048 -0.192
O -1.28282 0.90185 0.59313 -0.834 0.081 0.117
C -1.12212 -0.90030 -0.50207 0.055 -0.119 -0.046
H -2.15586 -0.80851 1.42345 -0.199 0.128 0.031
H 2.96104 0.27796 0.69351 -0.027 0.047 -0.208
H -3.08625 -0.01774 0.08494 -0.304 -0.024 0.110
C -0.25249 0.23315 -0.04721 0.766 -0.152 0.017
C 2.36440 0.37889 -0.22137 -0.382 0.061 0.045
C 0.95166 0.72593 0.14548 0.035 -0.297 -0.157
H 0.67584 1.55130 0.77445 1.251 0.941 0.395
C -2.10859 -0.26061 0.47938 -0.404 -0.452 -0.179
H 2.79760 1.18832 -0.82306 0.043 -0.253 0.093
H -1.42990 -0.78977 -1.53974 0.002 -0.188 -0.040

14
Properties=species:S:1:pos:R:3:forces:R:3 method="wB97M-V/def2-TZVPD" molar_mass_g_mol=93.129 smiles="C1=C[C@H]2N[C@@H]2C=C1" homo_lumo_gap_ev=9.086 charge=0 homo_energy_ev=-8.73
C 0.51754 -0.08641 0.89960 -3.441 -1.807 0.737
C -0.76035 0.76978 0.48550 3.208 -1.364 1.121
C -1.66313 0.06007 -0.55287 5.041 -1.342 0.673
H 0.17269 -1.19347 1.17116 0.232 2.495 0.176
C -0.64341 -0.58607 -1.26757 -0.798 1.690 2.004
H -0.35747 1.56054 -0.08389 0.351 1.556 -0.239
H 2.66323 -0.49187 0.08101 -0.633 -0.148 -0.513
H 0.47075 1.70629 1.63171 1.108 2.394 0.204
N 0.00494 0.91891 1.96317 -1.245 -3.258 -2.805
H -0.95885 -1.26485 -1.90613 -1.984 -2.642 -3.963
C 0.86053 -0.69319 -1.30432 0.770 0.445 0.762
C 1.58894 -0.44440 -0.15104 -2.056 1.599 -0.856
H -2.65926 0.16582 -0.94646 -0.265 -0.062 0.544
H 1.23360 -1.03351 -2.34544 -0.288 0.445 2.156

18
Properties=species:S:1:pos:R:3:forces:R:3 method="wB97M-V/def2-TZVPD" molar_mass_g_mol=322.790 homo_lumo_gap_ev="7.771 / 7.923" charge=+1 multiplicity=8 homo_energy_ev="-12.45 / -12.48"
H -0.58393 -0.18408 2.69602 0.097 0.053 -0.034
H -1.65418 0.60074 -1.85578 0.012 -0.352 0.000
B 0.83387 -0.52875 -0.04971 0.601 0.565 -1.428
H 1.91396 1.67525 -1.34653 0.024 0.039 -0.215
H 0.21723 1.97911 -3.16934 0.838 -0.937 0.241
O 0.16062 -1.50974 0.51643 0.087 0.188 0.899
H -2.30956 -0.35049 2.48023 -0.068 0.035 -0.017
H 0.88969 -0.18649 -2.64433 0.818 0.410 0.389
Nb 0.04419 1.15424 -1.56787 -2.626 0.943 0.041
H 2.48993 -0.13884 1.07279 0.042 -0.334 0.276
H -0.22618 2.61015 -0.54093 0.792 -0.050 0.145
O 2.26765 -0.46126 0.19199 0.089 -0.396 0.087
H -1.90582 -1.41195 0.20919 0.133 0.155 -0.173
H -1.43881 0.72115 1.40529 0.163 0.024 -0.022
C -1.18652 -1.41129 1.02838 -0.454 -0.451 -0.066
H -1.35452 -2.33195 1.57977 0.152 -0.080 0.011
C -1.36948 -0.22751 1.94320 -0.204 0.021 0.056
Eu 3.21184 0.00173 -1.94879 -0.496 0.166 -0.190

What did the fifth record say?
14
Properties=species:S:1:pos:R:3:forces:R:3 method="wB97M-V/def2-TZVPD" molar_mass_g_mol=235.951 homo_lumo_gap_ev="7.643 / 7.592" charge=+1 multiplicity=3 homo_energy_ev="-13.07 / -13.53"
Ag 1.16096 -3.58953 1.55012 0.455 -0.889 0.186
O 1.95425 -0.78814 -0.42649 0.951 -0.399 -0.453
O -2.84163 -0.05560 0.72645 -0.502 1.236 0.004
H -2.59668 -0.99349 0.69180 0.285 0.140 0.084
H -0.12813 0.73251 2.42158 0.042 1.015 -0.325
C 0.92347 -0.74811 0.34174 -1.685 0.873 -1.522
O 0.54179 -1.71655 0.99665 -0.179 0.675 0.844
H 1.91786 -0.10003 -1.16826 -0.281 0.012 0.794
H 0.45833 2.45590 -3.70295 0.255 -0.482 0.184
C 0.71352 1.17427 -1.77842 0.194 1.508 -3.312
C 0.53703 1.79283 -2.85219 -0.207 -0.774 2.599
O 0.15955 0.33100 0.19731 -0.777 0.239 2.451
C -2.03934 0.67376 1.45585 -0.018 -1.699 -0.633
C -0.76097 0.83117 1.54681 1.467 -1.455 -0.900